[1]
{"formula": "C19H29F5GaNO2P2", "method": "wB97M-V/def2-TZVPD", "lumo_ev": 0.10, "energy_ev": -110297.284, "max_force_ev_per_a": 3.70, "e_homo_ev": -6.35, "relative_energy_kj_mol": 0.0, "gap_ev": 6.454, "elements": ["C", "C", "N", "C", "C", "C", "C", "P", "Ga", "P", "C", "C", "C", "C", "C", "C", "C", "O", "O", "H", "H", "H", "C", "C", "H", "H", "H", "H", "C", "C", "H", "H", "H", "H", "H", "H", "H", "H", "H", "H", "H", "H", "H", "H", "H", "H", "H", "H", "H", "H", "H", "H", "F", "C", "F", "C", "F", "F", "F"], "xyz": [[-1.124, 2.844, -2.712], [-1.169, 1.774, -1.780], [-0.006, 1.401, -1.136], [1.158, 2.020, -1.403], [1.236, 3.053, -2.333], [0.080, 3.466, -2.992], [-2.345, 1.016, -1.542], [-2.419, -0.113, -0.177], [-0.095, -0.338, 0.136], [2.192, -0.013, 0.187], [2.379, 1.638, -0.599], [-0.335, -1.858, 1.446], [-0.923, -1.685, 2.703], [-0.797, -2.692, 3.671], [-0.165, -3.900, 3.355], [0.291, -4.130, 2.054], [0.204, -3.104, 1.104], [-1.666, -0.720, -3.819], [0.962, -1.018, -3.531], [-2.069, 3.141, -3.170], [2.210, 3.508, -2.510], [0.129, 4.275, -3.717], [-3.445, 0.549, 1.165], [-3.270, -1.618, -0.751], [3.263, 1.592, -1.255], [2.572, 2.387, 0.191], [-2.087, -0.040, -3.229], [-3.270, 1.365, -2.008], [3.243, 0.022, 1.643], [3.060, -1.043, -1.032], [-1.466, -0.768, 2.953], [-1.198, -2.511, 4.667], [-0.036, -4.669, 4.116], [0.730, -5.092, 1.767], [0.580, -3.269, 0.090], [-0.323, -2.178, -1.343], [1.173, -1.862, -3.956], [-0.010, -0.867, -3.721], [-1.977, -0.502, -4.714], [0.264, -1.673, -1.428], [-4.486, 0.605, 0.816], [-3.394, -0.114, 2.039], [-3.099, 1.554, 1.443], [-4.339, -1.386, -0.879], [-2.848, -1.942, -1.712], [-3.155, -2.415, -0.003], [4.080, -0.639, -1.129], [3.101, -2.075, -0.662], [2.540, -1.011, -2.002], [4.286, 0.163, 1.322], [2.939, 0.831, 2.321], [3.148, -0.942, 2.160], [0.591, 0.926, 3.327], [0.710, 1.887, 2.363], [-0.525, 2.045, 1.787], [1.130, 3.213, 2.966], [0.319, 3.583, 3.988], [2.403, 3.145, 3.452], [1.062, 4.183, 2.013]], "forces_ev_per_angstrom": [[0.27, 0.21, -0.02], [0.16, -0.59, 0.33], [-0.09, -0.22, -0.30], [-0.26, 0.78, -0.31], [0.68, -0.54, 0.52], [-0.78, -0.26, 0.05], [-0.59, 0.00, 0.19], [-0.25, 1.35, -1.66], [-0.74, 0.39, 1.43], [0.82, 1.48, -0.54], [0.31, -0.15, 0.14], [0.23, -0.01, -0.44], [0.21, -0.52, 0.25], [-0.12, 0.12, -0.33], [-0.03, 0.09, -0.16], [-0.02, 0.12, -0.18], [0.12, -0.20, 0.74], [-0.74, 0.38, -0.56], [-0.46, -0.13, -0.36], [0.37, 0.00, 0.01], [-0.32, -0.02, -0.02], [-0.06, -0.13, 0.14], [-0.28, -0.03, 0.25], [-0.08, -0.14, 0.25], [-0.27, 0.14, 0.11], [-0.28, -0.38, -0.29], [0.41, -0.33, 0.18], [0.19, 0.09, 0.16], [0.36, -0.34, 0.46], [0.31, -0.29, 0.08], [0.46, -0.20, 0.00], [0.11, -0.17, -0.15], [-0.10, 0.16, -0.15], [-0.17, 0.33, 0.23], [0.07, -0.12, 0.43], [0.59, 0.78, 0.06], [-0.08, 0.28, 0.08], [0.85, -0.11, 0.23], [0.17, -0.17, 0.35], [-0.62, -0.72, -0.41], [0.22, 0.02, 0.12], [-0.08, 0.19, -0.18], [0.01, -0.38, -0.11], [0.29, -0.16, -0.02], [-0.11, 0.13, 0.30], [-0.10, 0.14, -0.19], [-0.23, -0.31, -0.09], [0.08, 0.16, -0.19], [0.16, 0.06, 0.38], [-0.27, -0.11, 0.07], [-0.04, -0.32, -0.39], [0.12, 0.19, -0.01], [-0.47, -0.08, 1.24], [2.84, -0.35, -2.35], [-1.83, 0.33, 0.12], [-0.87, -0.98, -0.17], [0.34, 0.62, 0.20], [-0.73, 0.28, -0.28], [0.31, -0.36, 0.72]], "nbo_charge": [-0.2939, 0.2584, -0.6392, 0.2920, -0.3225, -0.1182, -0.9169, 0.9098, 1.2856, 0.9207, -0.7575, -0.5093, -0.2524, -0.1950, -0.2295, -0.2384, -0.2071, -0.9878, -0.9969, 0.2165, 0.2187, 0.2190, -0.9412, -0.9471, 0.2374, 0.2916, 0.5134, 0.2303, -0.9510, -0.9842, 0.2176, 0.2134, 0.2136, 0.2097, 0.1828, 0.1033, 0.4662, 0.5079, 0.4817, -0.0143, 0.2332, 0.2441, 0.2739, 0.2396, 0.2571, 0.2497, 0.2339, 0.2407, 0.2841, 0.2335, 0.2993, 0.2538, -0.3855, 0.1823, -0.3874, 0.8788, -0.3433, -0.3400, -0.3349]}

---

[2]
{"formula": "C29H25AsClIN2O2PdS2", "method": "wB97M-V/def2-TZVPD", "lumo_ev": [-1.97, -1.97], "energy_ev": -144163.794, "max_force_ev_per_a": 4.92, "e_homo_ev": [-7.43, -7.43], "relative_energy_kj_mol": 31.1, "gap_ev": [5.453, 5.452], "elements": ["Pd", "Cl", "C", "C", "C", "I", "C", "O", "C", "N", "C", "C", "C", "C", "H", "H", "H", "H", "C", "C", "C", "C", "C", "C", "As", "C", "C", "C", "C", "C", "C", "C", "C", "C", "C", "C", "C", "H", "H", "H", "H", "H", "H", "H", "H", "H", "H", "H", "H", "H", "H", "H", "O", "S", "N", "C", "S", "C", "H", "H", "H", "H", "H", "H"], "xyz": [[-1.249, 0.694, -0.814], [-4.748, -4.078, 3.322], [-3.701, -2.850, 2.690], [-3.008, -2.046, 3.562], [-2.173, -1.060, 3.067], [-1.079, 0.196, 4.348], [-1.997, -0.805, 1.705], [-1.223, 0.132, 1.302], [-2.729, -1.661, 0.802], [-2.570, -1.451, -0.522], [-3.183, -2.230, -1.384], [-4.023, -3.281, -0.993], [-4.226, -3.503, 0.343], [-3.572, -2.692, 1.294], [-3.114, -2.180, 4.629], [-3.009, -2.017, -2.433], [-4.500, -3.898, -1.739], [-4.881, -4.288, 0.691], [3.705, -1.132, -4.100], [4.340, -0.888, -2.891], [3.601, -0.510, -1.786], [2.221, -0.376, -1.887], [1.589, -0.618, -3.100], [2.333, -0.993, -4.207], [1.123, 0.179, -0.366], [1.969, 1.898, -0.016], [1.318, 2.989, -0.586], [1.833, 4.267, -0.462], [3.026, 4.459, 0.216], [3.695, 3.375, 0.760], [3.169, 2.097, 0.660], [1.834, -1.009, 1.001], [2.123, -0.578, 2.292], [2.686, -1.456, 3.203], [2.914, -2.776, 2.849], [2.564, -3.228, 1.586], [2.026, -2.347, 0.666], [4.287, -1.432, -4.959], [5.413, -0.986, -2.809], [4.089, -0.322, -0.834], [0.509, -0.514, -3.171], [1.838, -1.175, -5.150], [0.408, 2.812, -1.165], [1.310, 5.103, -0.904], [3.444, 5.451, 0.304], [4.641, 3.519, 1.259], [3.696, 1.256, 1.098], [1.899, 0.443, 2.579], [2.950, -1.104, 4.190], [3.353, -3.458, 3.562], [2.718, -4.263, 1.313], [1.753, -2.686, -0.332], [-1.944, -0.365, -3.550], [-2.429, 0.834, -2.834], [-1.310, 1.806, -2.450], [-2.037, 3.387, 0.525], [-3.307, 2.082, 0.481], [-4.562, 2.978, -0.484], [-2.425, 4.246, 1.067], [-1.770, 3.663, -0.496], [-1.179, 2.970, 1.054], [-4.128, 3.337, -1.414], [-4.937, 3.808, 0.109], [-5.363, 2.275, -0.691]], "forces_ev_per_angstrom": [[-0.01, -1.72, 4.61], [-0.13, -0.17, 0.11], [0.18, 0.19, 0.33], [-0.47, -0.53, -0.17], [0.75, 0.86, -0.40], [-0.24, -0.21, 0.05], [-0.79, -1.06, 0.44], [0.86, 1.38, -1.74], [-0.11, -0.14, 0.40], [0.00, 0.08, -0.40], [0.20, 0.19, 0.00], [-0.13, -0.16, 0.42], [0.01, 0.05, -0.24], [0.15, 0.20, 0.00], [-0.03, -0.04, 0.03], [0.02, -0.01, 0.04], [-0.04, -0.02, -0.06], [-0.01, -0.06, -0.03], [0.00, -0.02, -0.07], [0.06, 0.03, 0.07], [-0.08, 0.08, 0.34], [-0.41, -0.09, -0.05], [-0.39, 0.06, 0.22], [0.08, -0.02, -0.09], [0.92, 0.24, -0.85], [-0.32, 0.17, 0.05], [-0.36, -0.25, -0.25], [0.11, 0.03, 0.02], [-0.02, 0.03, -0.07], [0.10, -0.02, 0.05], [-0.06, -0.36, -0.01], [-0.48, -0.10, 0.07], [-0.14, 0.29, -0.21], [0.03, 0.02, 0.01], [0.00, -0.01, 0.02], [0.01, -0.02, -0.01], [-0.12, 0.15, -0.40], [0.05, -0.01, -0.09], [0.07, -0.03, 0.00], [0.06, -0.03, -0.09], [0.12, 0.01, -0.09], [-0.05, -0.02, -0.05], [0.21, 0.18, 0.18], [-0.01, 0.04, -0.03], [0.04, 0.09, 0.04], [0.06, 0.03, 0.10], [-0.01, 0.11, -0.02], [0.08, -0.06, 0.03], [-0.05, 0.00, 0.08], [0.03, -0.05, 0.06], [0.00, -0.04, -0.01], [0.12, -0.05, 0.13], [-0.86, 0.13, 0.25], [1.69, 0.12, -1.84], [-1.01, 0.66, -0.70], [-0.31, -0.19, 0.13], [0.33, 0.22, -0.48], [0.44, -0.34, 0.20], [0.01, 0.08, 0.07], [0.02, -0.06, 0.06], [-0.05, 0.08, -0.05], [0.02, 0.01, -0.10], [-0.04, 0.06, 0.00], [-0.10, 0.00, -0.04]], "nbo_charge": [0.7195, -0.0103, -0.0809, -0.2298, -0.2524, 0.1303, 0.4013, -0.7439, 0.0598, -0.4716, 0.0469, -0.2566, -0.1540, -0.0373, 0.2404, 0.2273, 0.2239, 0.2314, -0.1999, -0.2150, -0.2312, -0.2512, -0.2432, -0.1958, 1.0837, -0.2523, -0.2403, -0.2086, -0.1979, -0.2002, -0.2505, -0.3630, -0.2097, -0.1984, -0.1932, -0.2298, -0.1394, 0.2142, 0.2154, 0.2132, 0.2490, 0.2189, 0.2469, 0.2184, 0.2157, 0.2151, 0.2211, 0.2323, 0.2193, 0.2171, 0.2192, 0.2152, -0.9169, 1.3585, -1.0552, -0.7477, 0.2789, -0.7453, 0.2203, 0.2358, 0.2469, 0.2265, 0.2245, 0.2347]}